Formula: C5H8O
Source: OMol25
Level of theory: wB97M-V/def2-TZVPD

Output
**ΔE to the lowest compared entry with this formula, charge and spin**: 4.402 eV
**HOMO**: -8.2 eV
**Calculated total energy**: -7357.8538 eV
**SMILES string**: C1=C2C[C@H]2CO1.[H][H]
**Gap between HOMO and LUMO**: 9.1 eV

Positions of all 14 atoms, in Å:
O -1.6928 0.3258 0.4084
C -1.0369 -0.4590 -0.4828
C -0.7112 1.3467 0.7954
C 0.6348 0.6985 0.5586
C 0.3008 -0.4103 -0.3966
C 1.3455 0.5620 -0.7775
H -0.9160 2.2335 0.1824
H -1.6824 -1.0364 -1.1371
H 1.1134 1.2450 -1.5927
H -0.1277 -3.7931 0.0090
H 0.0171 -3.0649 -0.0587
H -0.8869 1.5840 1.8457
H 2.3954 0.2780 -0.7253
H 1.2287 0.4356 1.4336


Formula: C5H8O
Source: OMol25
Level of theory: wB97M-V/def2-TZVPD

Output
**ΔE to the lowest compared entry with this formula, charge and spin**: 2.256 eV
**HOMO**: -8.4 eV
**Calculated total energy**: -7359.9990 eV
**SMILES string**: C1=COC=CC1.[H][H]
**Gap between HOMO and LUMO**: 9.4 eV

Positions of all 14 atoms, in Å:
O -0.1069 -0.1242 1.1533
C 1.1081 0.4906 -0.8151
C 0.8879 0.5509 0.4947
C 0.3057 -0.4003 -1.7273
C -0.8669 -0.9515 -0.9595
C -0.9839 -0.8135 0.3574
H -0.4936 1.6817 3.6361
H -0.7231 1.1601 3.1579
H 1.9146 1.0913 -1.2239
H -0.0275 0.1427 -2.6227
H 0.9342 -1.2250 -2.0984
H 1.4803 1.1402 1.1856
H -1.6398 -1.5041 -1.4840
H -1.7890 -1.2387 0.9458


Formula: C5H8O
Source: OMol25
Level of theory: wB97M-V/def2-TZVPD

Output
**ΔE to the lowest compared entry with this formula, charge and spin**: 4.760 eV
**HOMO (alpha / beta)**: -7.9 / -8.4 eV
**Calculated total energy**: -7357.4957 eV
**Gap between HOMO and LUMO (alpha / beta)**: 7.4 / 7.7 eV

Positions of all 14 atoms, in Å:
O -0.5701 -1.8575 -0.4415
C -0.4486 0.9587 1.0508
C 1.4016 -0.9329 -1.3768
C -0.0628 -0.6402 -0.9896
C -0.9823 2.0471 1.6571
C -0.1179 0.6540 -0.2930
H -0.5893 -0.4128 -1.9403
H -0.1782 0.2574 1.8455
H -1.6673 2.7479 1.1953
H -0.7957 2.1857 2.7205
H 1.4450 -1.8148 -2.0241
H 1.8398 -0.0777 -1.8937
H -1.4922 -1.7124 -0.1998
H 1.9875 -1.1452 -0.4774


Formula: C5H8O
Source: OMol25
Level of theory: wB97M-V/def2-TZVPD

Output
**ΔE to the lowest compared entry with this formula, charge and spin**: 4.794 eV
**HOMO**: -9.1 eV
**Calculated total energy**: -7357.4608 eV
**SMILES string**: C1C[C@H]2C[C@H]2O1
**Gap between HOMO and LUMO**: 10.2 eV

Positions of all 14 atoms, in Å:
O -0.7627 1.0498 -0.4160
C 0.6405 0.6597 -0.4606
C 0.7356 -0.6099 0.3578
C 1.1628 -0.4977 -1.3075
C -1.2995 0.4023 0.7146
C -0.4494 -0.9630 0.9420
H -0.5166 -1.2650 2.0074
H -2.5158 0.4125 0.7224
H 0.7070 -1.3402 -1.8411
H -0.8833 -1.8135 0.1455
H 1.7433 -0.3896 0.8819
H 2.2468 -0.2880 -1.5037
H -0.6838 0.8914 1.7401
H 1.2629 1.4455 -0.3024


Formula: C5H8O
Source: OMol25
Level of theory: wB97M-V/def2-TZVPD

Output
**ΔE to the lowest compared entry with this formula, charge and spin**: 2.429 eV
**HOMO**: -8.6 eV
**Calculated total energy**: -7359.8258 eV
**SMILES string**: CC=C=COC
**Gap between HOMO and LUMO**: 9.6 eV

Positions of all 14 atoms, in Å:
O 2.1781 0.2995 -1.1510
C -1.6972 -1.2802 1.0344
C 1.8399 1.2961 -0.2054
C 1.3555 -0.7870 -1.1909
C -1.0827 -0.8905 -0.2763
C 0.1780 -0.8944 -0.6256
H 2.3490 2.2080 -0.5167
H -2.1480 -0.3910 1.4897
H -1.7937 -0.5314 -1.0233
H -0.9757 -1.7056 1.7343
H 2.1902 0.9992 0.7899
H 0.7608 1.4753 -0.1596
H -2.5039 -2.0012 0.8664
H 1.7807 -1.5934 -1.7823


Formula: C5H8O
Source: OMol25
Level of theory: wB97M-V/def2-TZVPD

Output
**ΔE to the lowest compared entry with this formula, charge and spin**: 3.313 eV
**HOMO**: -8.6 eV
**Calculated total energy**: -7358.9419 eV
**Gap between HOMO and LUMO**: 8.8 eV

Positions of all 14 atoms, in Å:
O -0.7842 -0.0364 -1.4543
C -1.6916 -0.5325 -0.4457
C -1.6015 0.4953 0.6220
C -0.7316 1.4291 0.2204
C -0.1899 1.0973 -1.1291
C 2.3509 -0.5956 0.2100
H 2.4538 -1.5567 -0.2990
H -2.6845 -0.6268 -0.8978
H 1.5893 -0.6773 0.9913
H 2.0534 0.1654 -0.5151
H -0.4347 2.3157 0.7699
H -2.1620 0.4484 1.5506
H -1.3435 -1.5241 -0.1372
H 3.3035 -0.3218 0.6696


Formula: C5H8O
Source: OMol25
Level of theory: wB97M-V/def2-TZVPD

Output
**ΔE to the lowest compared entry with this formula, charge and spin**: 3.728 eV
**HOMO**: -8.1 eV
**Calculated total energy**: -7358.5270 eV
**SMILES string**: CC=C=C=CO.[H][H]
**Gap between HOMO and LUMO**: 9.1 eV

Positions of all 14 atoms, in Å:
O -2.7985 0.4666 1.5669
C -1.9516 1.3709 1.0127
C 0.2179 0.8724 -0.3150
C 1.8736 -0.7191 -1.3035
C -0.8488 1.1000 0.3428
C 1.3180 0.6453 -0.9998
H 1.8677 -0.9117 -2.3833
H -2.2918 2.3876 1.1872
H -2.4576 -0.4219 1.3899
H 1.2918 -1.5043 -0.8128
H 1.8675 1.5056 -1.3812
H -0.5663 -2.3426 1.4524
H 2.9138 -0.7984 -0.9662
H -0.4356 -1.6504 1.2098


Formula: C5H8O
Source: OMol25
Level of theory: wB97M-V/def2-TZVPD

Output
**ΔE to the lowest compared entry with this formula, charge and spin**: 4.671 eV
**HOMO**: -8.7 eV
**Calculated total energy**: -7357.5844 eV
**Gap between HOMO and LUMO**: 9.8 eV

Positions of all 14 atoms, in Å:
O 2.8784 -0.3190 -0.6278
C 0.4129 -0.2219 0.7980
C -1.3754 -0.1059 -0.3480
C -0.5571 0.7648 0.5991
C 1.9764 0.3268 -0.3173
C -0.3232 -1.2235 -0.0959
H 0.2184 -1.5873 -0.9762
H -2.3812 -0.3614 0.0045
H 0.2235 1.7505 -0.3604
H 0.9930 -0.4408 1.6925
H 1.0159 1.7064 -0.7042
H -0.7283 -2.0860 0.4434
H -1.4489 0.2520 -1.3807
H -0.9044 1.5451 1.2729


Formula: C5H8O
Source: OMol25
Level of theory: wB97M-V/def2-TZVPD

Output
**ΔE to the lowest compared entry with this formula, charge and spin**: 1.277 eV
**HOMO**: -9.3 eV
**Calculated total energy**: -7360.9781 eV
**SMILES string**: C[C@@H]1C=CCO1
**Gap between HOMO and LUMO**: 10.4 eV

Positions of all 14 atoms, in Å:
O -0.9348 1.0206 -0.3396
C 1.2474 0.8960 0.3784
C -0.3477 -0.1495 -0.9144
C 1.1261 0.0385 -0.6285
C -0.8067 -1.3871 -0.1393
C -0.1521 1.2944 0.8117
H -1.8935 -1.4714 -0.1449
H -0.6340 -0.1910 -1.9763
H -0.3182 2.3314 1.1404
H -0.4693 0.5876 1.6412
H 1.9039 -0.5378 -1.1189
H -0.5060 -1.2750 0.9236
H 2.1589 1.1514 0.9108
H -0.3740 -2.3081 -0.5442


Formula: C5H8O
Source: OMol25
Level of theory: wB97M-V/def2-TZVPD

Output
**ΔE to the lowest compared entry with this formula, charge and spin**: 2.956 eV
**HOMO**: -9.5 eV
**Calculated total energy**: -7359.2996 eV
**SMILES string**: C1C[C@H]2OC[C@@H]12
**Gap between HOMO and LUMO**: 10.6 eV

Positions of all 14 atoms, in Å:
O -1.2500 -0.6762 0.7658
C 1.1538 -0.9988 -0.1397
C -1.4643 0.6757 0.3555
C 1.0859 0.4670 0.3648
C -0.2100 0.6692 -0.4822
C -0.3443 -0.8633 -0.4518
H -1.5062 1.3332 1.2213
H 0.8650 0.5152 1.4346
H 1.4665 -1.8039 0.5266
H 1.9355 1.1194 0.1458
H 1.7862 -1.0308 -1.0436
H -1.1279 -1.4951 -0.8223
H -0.1162 1.2941 -1.3715
H -2.3621 0.8073 -0.2749


Formula: C5H8O
Source: OMol25
Level of theory: wB97M-V/def2-TZVPD

Output
**ΔE to the lowest compared entry with this formula, charge and spin**: 1.737 eV
**HOMO**: -8.4 eV
**Calculated total energy**: -7360.5178 eV
**SMILES string**: C=C/C=C(/C)O
**Gap between HOMO and LUMO**: 9.3 eV

Positions of all 14 atoms, in Å:
O -0.1987 1.9288 0.0027
C 1.9061 1.0636 0.7549
C 0.5244 0.7761 0.2877
C -0.0461 -0.4236 0.2486
C -1.4135 -0.7720 -0.1661
C -1.6508 -1.7398 -1.0454
H 2.0064 2.0266 1.2387
H 2.5726 0.9977 -0.1198
H -0.9017 1.6757 -0.6158
H 2.2977 0.1389 1.1984
H -2.6168 -1.8389 -1.5168
H 0.5857 -1.2044 0.6570
H -0.8651 -2.4532 -1.2173
H -2.2002 -0.1755 0.2933


Formula: C5H8O
Source: OMol25
Level of theory: wB97M-V/def2-TZVPD

Output
**ΔE to the lowest compared entry with this formula, charge and spin**: 2.541 eV
**HOMO**: -8.7 eV
**Calculated total energy**: -7359.7139 eV
**SMILES string**: C1=COC=CC1.[H][H]
**Gap between HOMO and LUMO**: 9.9 eV

Positions of all 14 atoms, in Å:
O -1.3756 0.4336 -0.4607
C 0.5109 -0.9320 -0.8515
C 0.6985 1.0743 0.4691
C -0.8081 -0.7674 -0.8262
C -0.6279 1.1590 0.4409
C 1.3494 0.3051 -0.6525
H 0.9572 -1.9124 -0.9699
H 1.2758 1.5058 1.2784
H -1.4317 -0.7202 1.9543
H -1.2518 1.7411 1.1106
H 2.4028 0.0858 -0.4694
H 1.3043 0.9126 -1.5694
H -1.4467 -1.3606 1.5788
H -1.5568 -1.5246 -1.0326


Formula: C5H8O
Source: OMol25
Level of theory: wB97M-V/def2-TZVPD

Output
**ΔE to the lowest compared entry with this formula, charge and spin**: 5.233 eV
**HOMO**: -8.7 eV
**Calculated total energy**: -7357.0226 eV
**Gap between HOMO and LUMO**: 9.6 eV

Positions of all 14 atoms, in Å:
O 1.8064 -0.7918 0.7362
C 0.7956 -1.2531 -0.0122
C 1.1375 0.4315 1.1550
C -1.0274 0.6569 -0.5347
C -0.0401 -0.0596 0.3394
C -1.5115 -0.1143 0.6449
H -1.8608 0.4322 1.5164
H 1.0334 0.4691 2.2429
H -1.0361 1.7422 -0.4708
H 1.1641 -0.8145 -3.0150
H -1.9972 -1.0712 0.4744
H 1.6746 1.3084 0.7830
H 1.1043 -1.1803 -2.3660
H -1.1889 0.2537 -1.5303


Formula: C5H8O
Source: OMol25
Level of theory: wB97M-V/def2-TZVPD

Output
**ΔE to the lowest compared entry with this formula, charge and spin**: 6.310 eV
**HOMO**: -8.3 eV
**Calculated total energy**: -7355.9449 eV
**Gap between HOMO and LUMO**: 9.1 eV

Positions of all 14 atoms, in Å:
O 1.0625 0.8729 -1.4730
C -0.7572 -0.1940 0.6623
C 1.4126 -0.2021 -0.7627
C 0.1679 -0.2371 -1.5439
C 0.9628 0.1550 1.2741
C -1.0448 -0.0200 -0.7607
H 1.9966 0.4903 1.0497
H 0.1060 -0.7736 -2.4788
H 0.9872 -0.6893 1.9604
H -1.4496 0.9748 -0.9034
H -1.8157 -0.7088 -1.1023
H -0.9791 -1.2160 0.9563
H -1.2378 0.5122 1.3350
H 0.5886 1.0357 1.7871


Formula: C5H8O
Source: OMol25
Level of theory: wB97M-V/def2-TZVPD

Output
**ΔE to the lowest compared entry with this formula, charge and spin**: 0.788 eV
**HOMO**: -9.2 eV
**Calculated total energy**: -7361.4673 eV
**SMILES string**: OC1CC=CC1
**Gap between HOMO and LUMO**: 10.3 eV

Positions of all 14 atoms, in Å:
O -0.5338 -1.5781 1.1357
C -0.3913 -0.6518 -1.0465
C 0.6161 0.5868 0.8488
C 0.3429 -0.8416 0.2976
C -0.0425 1.4949 -0.1515
C -0.6019 0.8352 -1.1588
H -0.1510 -1.6170 2.0246
H 0.1418 -1.0314 -1.9286
H 1.2816 -1.3953 0.1844
H -0.0386 2.5740 -0.0546
H 0.1636 0.6947 1.8458
H -1.1387 1.3025 -1.9819
H 1.6788 0.8412 0.9509
H -1.3270 -1.2142 -0.9658


Formula: C5H8O
Source: OMol25
Level of theory: wB97M-V/def2-TZVPD

Output
**ΔE to the lowest compared entry with this formula, charge and spin**: 3.831 eV
**HOMO**: -9.2 eV
**Calculated total energy**: -7358.4248 eV
**Gap between HOMO and LUMO**: 10.3 eV

Positions of all 14 atoms, in Å:
O 0.4059 -0.1616 -1.8490
C -0.1602 -1.4557 -0.2859
C -0.7519 -0.2299 -0.9448
C 0.9854 -0.4588 -0.5424
C -0.0474 1.1282 1.3887
C -0.0264 0.8000 -0.0762
H -1.7102 -0.1364 -1.4480
H -0.1484 -2.3195 -0.9585
H 0.0136 0.2180 1.9878
H 2.0187 -0.8624 -0.5950
H -0.8857 1.7551 1.7139
H -0.4668 -1.7253 0.7273
H 0.8735 1.7079 1.5450
H -0.0999 1.7404 -0.6630


Formula: C5H8O
Source: OMol25
Level of theory: wB97M-V/def2-TZVPD

Output
**ΔE to the lowest compared entry with this formula, charge and spin**: 1.234 eV
**HOMO**: -9.7 eV
**Calculated total energy**: -7361.0214 eV
**SMILES string**: O=CC1CCC1
**Gap between HOMO and LUMO**: 10.8 eV

Positions of all 14 atoms, in Å:
O 0.0321 2.1967 -1.6040
C 0.7060 -0.9961 0.8996
C -0.7387 1.3217 -1.2768
C 0.7592 0.5289 0.7049
C -0.5709 0.4156 -0.0777
C -0.3073 -1.1033 -0.2611
H -1.1528 -1.7805 -0.0848
H 1.6340 -1.5575 0.7924
H -1.6509 1.1306 -1.8793
H 0.8219 1.1549 1.6011
H 1.5641 0.8273 0.0235
H -1.4773 0.4474 0.5280
H 0.2414 -1.2422 1.8611
H 0.1393 -1.3434 -1.2269


Formula: C5H8O
Source: OMol25
Level of theory: wB97M-V/def2-TZVPD

Output
**ΔE to the lowest compared entry with this formula, charge and spin**: 1.100 eV
**HOMO**: -10.0 eV
**Calculated total energy**: -7361.1551 eV
**SMILES string**: C1C[C@@H]2O[C@@H]2C1
**Gap between HOMO and LUMO**: 11.1 eV

Positions of all 14 atoms, in Å:
O -0.1556 0.4215 1.7100
C 0.3365 -1.1049 -0.3393
C -1.0913 -0.5300 -0.3556
C 1.2062 0.1701 -0.3257
C 0.4158 1.0934 0.5862
C -0.9809 0.6663 0.5737
H -1.9064 -1.2113 -0.0908
H 1.2496 0.6099 -1.3334
H 0.7260 2.1175 0.7811
H 0.5320 -1.6635 0.5807
H 0.5417 -1.7673 -1.1862
H -1.8158 1.3419 0.7526
H 2.2329 0.0142 0.0179
H -1.2907 -0.1578 -1.3712


Formula: C5H8O
Source: OMol25
Level of theory: wB97M-V/def2-TZVPD

Output
**ΔE to the lowest compared entry with this formula, charge and spin**: 3.550 eV
**HOMO**: -8.3 eV
**Calculated total energy**: -7358.7053 eV
**Gap between HOMO and LUMO**: 9.4 eV

Positions of all 14 atoms, in Å:
O -1.3456 0.1058 1.0824
C -0.7481 1.0643 0.2156
C -1.3354 -0.8665 0.0116
C -0.7059 0.1225 -0.9541
C 1.5303 -0.2442 0.4530
C 0.6045 0.5373 -0.4327
H -1.0148 0.2525 -1.9819
H -0.2681 1.9414 0.6102
H 2.3532 0.3884 0.8120
H -2.3169 -1.2059 -0.3263
H 1.0362 1.2923 -1.1047
H 0.9595 -0.5462 1.3449
H -0.7262 -1.7259 0.3145
H 1.9774 -1.1160 -0.0445


Formula: C5H8O
Source: OMol25
Level of theory: wB97M-V/def2-TZVPD

Output
**ΔE to the lowest compared entry with this formula, charge and spin**: 3.155 eV
**HOMO**: -8.9 eV
**Calculated total energy**: -7359.1006 eV
**SMILES string**: C=C=CO.C=C
**Gap between HOMO and LUMO**: 9.7 eV

Positions of all 14 atoms, in Å:
O 1.1222 -2.1015 1.0086
C 1.4592 0.1846 0.4066
C 1.5791 1.1170 -0.5011
C 1.2494 -0.7645 1.2837
C -1.7336 -0.1405 0.0799
C -1.9443 0.5736 -1.0206
H -1.7747 0.1588 -2.0121
H 1.2204 -2.2195 0.0539
H -1.3745 -1.1673 0.0480
H -1.8939 0.2769 1.0715
H -2.2919 1.6037 -0.9749
H 0.6910 1.5583 -0.9555
H 1.1445 -0.5669 2.3452
H 2.5474 1.4874 -0.8332